[1]
ORCA calculation (ωB97M-V/def2-TZVPD) on a structure of composition C15H27AlBr2F10N7O12PS2.

Structure (XYZ):
```
77
Properties=species:S:1:pos:R:3
N -2.0094 -1.3134 5.1540
P -2.6549 -2.5593 4.4353
O -1.9063 -2.7267 2.9422
O -2.5340 -3.9547 5.3052
C -4.4216 -2.1525 4.1842
N -4.8364 -0.8865 3.9803
C -6.2559 -1.0665 3.8558
C -6.5612 -2.4924 4.0085
N -5.3563 -3.1601 4.2178
H -1.2875 -0.9181 4.5344
H -0.9509 -2.8443 3.1282
H -3.1862 -4.6045 4.9574
H -4.3129 -0.0120 3.9189
H -6.9978 -0.2562 3.6916
H -7.5695 -2.9516 3.9584
H -5.2264 -4.2342 4.3612
Br -7.1409 0.0035 5.7112
O -0.8945 -1.3730 0.1284
H -1.0391 -1.6641 1.0630
H -1.7656 -1.1332 -0.3262
H -0.4027 -2.0435 -0.3800
C 3.5558 2.1005 1.4292
C 2.3425 2.7911 0.8289
O 1.2917 1.9067 0.4831
C 0.3783 1.4737 1.5506
O -0.0919 2.4832 2.1987
C 0.9887 0.3659 2.4831
F 1.7476 -0.5313 1.7599
F 0.0105 -0.3768 3.0596
F 1.7718 0.8114 3.4693
H 3.7575 1.1502 0.9218
H 4.4380 2.7431 1.3481
H 3.4158 1.8924 2.4875
H 2.6580 3.2424 -0.1196
H 2.0018 3.6187 1.4556
H -0.3547 0.8779 0.9592
C 8.3467 0.8920 -4.2817
C 7.8649 0.1718 -3.0330
N 6.4424 0.4375 -2.7550
C 5.9062 1.6721 -2.5335
C 4.5761 1.4921 -2.2777
N 4.3356 0.1520 -2.3233
C 5.4648 -0.4922 -2.6242
C 3.0459 -0.4952 -2.0712
H 8.2445 1.9742 -4.1789
H 9.3985 0.6670 -4.4633
H 7.7694 0.5850 -5.1553
H 8.4427 0.4835 -2.1562
H 8.0032 -0.9116 -3.1599
H 6.5380 2.5438 -2.5888
H 3.7647 2.1671 -2.0553
H 5.5689 -1.5663 -2.7278
H 3.1526 -1.1773 -1.2274
H 2.7450 -1.0477 -2.9611
H 2.2925 0.2565 -1.8344
Br -5.3296 -5.0865 2.8669
C -4.4291 -0.0270 0.4908
F -3.4389 -0.1456 1.3884
F -5.2775 -1.0396 0.7330
F -5.0972 1.0923 0.8037
S -3.8083 -0.0293 -1.2243
O -3.1359 -1.3249 -1.3438
O -2.9348 1.1100 -1.2935
N -5.2012 0.1081 -1.9353
S -5.1213 0.1459 -3.5282
O -4.7408 -1.0857 -4.1709
O -4.5577 1.3364 -4.1039
C -6.9203 0.2909 -3.8276
F -7.4369 1.3957 -3.2595
F -7.6018 -0.7512 -3.3139
F -7.2162 0.3469 -5.1319
Al 7.0611 -1.9188 -1.5653
N 5.2600 3.5017 -5.3780
O 5.1324 4.4180 -4.5426
O 6.3938 3.2310 -5.8408
O 4.2713 2.8207 -5.7130
F -8.2440 1.6394 7.0450
```

* HOMO energy: -7.1867 eV
* DFT total energy: -255791.0811 eV
* HOMO-LUMO gap: 2.2 eV
* largest force on an atom: 8.195 eV/Å

***

[2]
ORCA calculation (ωB97M-V/def2-TZVPD) on a cluster of 2 separate species, C4H4BrNO3 in total.

Structure (XYZ):
```
13
Properties=species:S:1:pos:R:3
C -1.5217 -0.3340 0.1141
C -2.4624 -0.2887 -0.7858
C 0.6495 0.5737 -1.1844
C -0.0214 -0.5367 -0.4447
N 1.3703 0.0740 2.3291
O -3.3336 -0.1643 -1.5268
O 0.2190 -0.6433 -1.8428
O 1.8690 -0.9852 2.3740
Br 2.6715 1.6468 1.9649
H -1.7698 -0.2391 1.2052
H 0.0327 1.4455 -1.2819
H 1.7743 0.7194 -1.1511
H 0.5225 -1.2682 0.2301
```

* HOMO energy: -9.1578 eV
* DFT total energy: -81882.5619 eV
* structure (SMILES): O=C=C[C@@H]1CO1.O=NBr
* HOMO-LUMO gap: 7.4 eV
* largest force on an atom: 3.632 eV/Å
* relative energy (zero: lowest compared OMol25 entry of this formula, charge and spin): 3.101 eV

***

[3]
ORCA calculation (ωB97M-V/def2-TZVPD) on an isolated molecule of C5H10O2.

Structure (XYZ):
```
17
Properties=species:S:1:pos:R:3
O 2.5800 -0.2443 -1.2979
C 1.9474 -0.6962 -0.1017
C 0.4193 -0.3927 -0.1822
C -0.9615 -0.8819 0.5324
C -1.8143 0.2641 -0.0692
C -0.8803 1.3583 0.4345
O 0.3740 1.0400 -0.1306
H 2.5677 0.7231 -1.3273
H 2.4246 -0.2131 0.7613
H 2.1677 -1.7645 -0.0797
H 0.1778 -0.7116 -1.2051
H -1.1883 -0.8350 1.6153
H -1.2048 -1.9048 0.2402
H -2.8469 0.3957 0.2743
H -1.8333 0.1889 -1.1646
H -0.8059 1.1631 1.5156
H -1.1130 2.4083 0.2614
```

* HOMO energy: -9.4201 eV
* DFT total energy: -9440.5201 eV
* structure (SMILES): OC[C@H]1CCCO1
* HOMO-LUMO gap: 10.5 eV
* largest force on an atom: 1.127 eV/Å
* relative energy (zero: lowest compared OMol25 entry of this formula, charge and spin): 2.523 eV

***

[4]
ORCA calculation (ωB97M-V/def2-TZVPD) on an isolated molecule of C4H8O2.

Structure (XYZ):
```
14
Properties=species:S:1:pos:R:3
C 1.1805 -0.5774 1.9126
O 0.5596 0.3291 1.0278
C -0.5598 -0.2687 0.4196
C -1.5676 0.8015 -0.0570
C -0.3896 0.7647 -2.1626
O -1.5332 1.0529 -1.3270
H 0.5269 -0.8027 2.7672
H 1.4262 -1.5239 1.4076
H 2.1005 -0.1160 2.2755
H -1.1455 -0.8197 1.1671
H -0.2393 -1.0033 -0.3419
H 0.4673 1.2495 -1.6973
H -0.2162 -0.3054 -2.2631
H -0.6099 1.2192 -3.1285
```

* HOMO energy: -8.1672 eV
* DFT total energy: -8368.4364 eV
* HOMO-LUMO gap: 8.8 eV
* largest force on an atom: 0.506 eV/Å
* relative energy (zero: lowest compared OMol25 entry of this formula, charge and spin): 4.845 eV

***

[5]
ORCA calculation (ωB97M-V/def2-TZVPD) on a cluster of 13 separate species, C34H74N6O26 in total.

Structure (XYZ):
```
140
Properties=species:S:1:pos:R:3
C -0.6846 -0.5837 -0.2422
N -0.1084 0.7480 0.1384
O 0.7475 0.7595 1.0467
O -0.5185 1.7851 -0.3771
H 0.1429 -1.2861 -0.3426
H -1.1372 -0.5010 -1.2303
H -1.3976 -1.0151 0.4604
C -5.4291 -3.3624 -1.6768
N -4.7420 -2.0335 -1.4904
O -5.3638 -1.0946 -1.0740
O -3.5846 -2.0149 -1.8285
H -4.9599 -3.9859 -0.9157
H -4.9478 -3.8305 -2.5354
H -6.5149 -3.3995 -1.5882
C -1.8752 3.4277 -3.1278
N -2.6601 2.3362 -2.5590
O -2.7596 1.2923 -3.2116
O -3.1246 2.4372 -1.4346
H -1.5072 3.9642 -2.2533
H -2.5171 4.0602 -3.7411
H -0.9463 3.0936 -3.5899
C -1.5366 -2.7950 -4.2179
N -2.5035 -2.6729 -5.4334
O -2.0890 -2.0510 -6.4434
O -3.6867 -3.0024 -5.2771
H -0.5669 -2.7864 -4.7156
H -1.7968 -3.7236 -3.7098
H -1.7077 -1.9697 -3.5267
C -1.7162 -0.3791 4.1675
N -2.5413 0.7445 3.6264
O -3.1372 1.4487 4.4400
O -2.6257 0.8650 2.4216
H -0.6973 -0.1090 3.8898
H -2.1292 -1.2734 3.7009
H -1.8403 -0.4219 5.2496
C -0.3417 -5.5737 -1.0373
N -0.9539 -4.2517 -1.0065
O -0.3388 -3.2432 -1.4215
O -2.0712 -4.2715 -0.5406
H 0.3468 -5.6034 -0.1929
H 0.2936 -5.5539 -1.9228
H -1.1269 -6.3290 -1.0695
O 5.5642 -1.7527 4.7102
C 5.1087 -1.4693 3.5965
O 4.0916 -0.6673 3.3557
C 3.3741 -0.2138 4.4784
C 2.4897 0.9308 4.0585
C 5.7046 -2.0949 2.3337
H 4.0961 0.2703 5.1360
H 2.7995 -0.9409 5.0523
H 1.6445 0.5155 3.5094
H 3.0497 1.6188 3.4252
H 2.0743 1.3599 4.9703
H 6.7167 -2.4130 2.5838
H 5.8580 -1.3335 1.5690
H 5.1177 -2.9679 2.0482
O 0.2434 -2.0378 2.6966
C 0.9660 -3.0121 2.3653
O 0.9675 -4.3065 2.7189
C -0.0314 -4.7892 3.6235
C -1.1634 -5.5160 2.8707
C 2.1463 -2.7776 1.3737
H -0.5146 -4.0505 4.2630
H 0.6413 -5.4484 4.1723
H -0.7592 -6.3686 2.3251
H -1.4915 -4.7475 2.1708
H -1.9640 -5.8153 3.5471
H 2.1087 -3.4698 0.5326
H 3.0478 -2.8792 1.9779
H 2.1431 -1.7647 0.9712
O 1.8414 2.2357 -7.0801
C 1.5632 1.0410 -7.0094
O 1.2922 0.4162 -5.8781
C 1.1872 1.0875 -4.6732
C 0.6555 0.2606 -3.5910
C 1.4299 0.1414 -8.2517
H 0.5205 1.9299 -4.8579
H 2.1514 1.4911 -4.3644
H 1.2938 -0.5949 -3.3700
H -0.3699 -0.0372 -3.8103
H 0.7025 0.9220 -2.7259
H 1.3520 -0.8779 -7.8734
H 2.2766 0.1665 -8.9377
H 0.5617 0.4414 -8.8384
O -0.5414 6.8576 1.9327
C -1.1987 6.0188 2.5800
O -0.9705 4.6595 2.6490
C 0.1896 4.0961 1.9783
C 1.5371 4.3313 2.7348
C -2.4558 6.3863 3.3775
H 0.2030 4.4576 0.9501
H -0.0945 3.0468 1.8985
H 1.4881 4.3027 3.8233
H 1.9061 5.3063 2.4166
H 2.2486 3.5948 2.3613
H -2.6850 7.4416 3.2292
H -2.2436 6.2806 4.4414
H -3.3357 5.7948 3.1247
O -7.2789 -2.8683 0.7080
C -7.3152 -2.9567 1.9134
O -6.5499 -2.3181 2.7959
C -5.5264 -1.5080 2.3556
C -4.2529 -2.2947 1.9021
C -8.5560 -3.5471 2.6211
H -5.3117 -0.8375 3.1878
H -5.8864 -0.8425 1.5710
H -3.6472 -2.5631 2.7676
H -3.5754 -1.6461 1.3469
H -4.4906 -3.1917 1.3302
H -8.1136 -4.2577 3.3192
H -9.2716 -4.0396 1.9627
H -9.0655 -2.6972 3.0752
O 3.6643 -1.2122 -2.8038
C 4.1007 -0.6250 -1.7963
O 5.2891 -0.7666 -1.2679
C 6.2510 -1.6884 -1.7261
C 6.3413 -2.9600 -0.8392
C 3.1995 0.3410 -1.0213
H 7.2164 -1.1828 -1.7055
H 6.1346 -1.9138 -2.7862
H 7.0697 -3.6862 -1.1999
H 5.3164 -3.3290 -0.8760
H 6.6895 -2.7007 0.1606
H 3.6569 0.7145 -0.1051
H 2.3009 -0.2342 -0.7982
H 2.9817 1.1714 -1.6929
O 1.2525 6.0206 -2.4858
C 1.6062 5.6004 -1.4436
O 2.0004 6.2691 -0.3072
C 1.8272 7.6936 -0.2543
C 3.2168 8.2774 0.0015
C 1.8221 4.1125 -1.3923
H 1.1506 7.9865 0.5486
H 1.5043 8.1969 -1.1656
H 3.1404 9.3633 -0.0536
H 3.8814 7.8826 -0.7670
H 3.6886 8.1102 0.9697
H 2.2231 3.8255 -2.3644
H 0.9155 3.5513 -1.1662
H 2.5200 3.8492 -0.5975
```

* HOMO energy: -9.8998 eV
* DFT total energy: -98616.3683 eV
* HOMO-LUMO gap: 9.1 eV
* largest force on an atom: 4.294 eV/Å
* relative energy (zero: lowest compared OMol25 entry of this formula, charge and spin): 0.000 eV

***

[6]
ORCA calculation (ωB97M-V/def2-TZVPD) on a cluster of 3 separate species, CH4ClN3O in total.

Structure (XYZ):
```
10
Properties=species:S:1:pos:R:3
C -1.6600 -0.3538 1.6203
N 0.1515 2.0402 0.2810
N -2.2042 -1.0492 0.8139
N -0.0502 1.0798 -0.4238
O -1.4559 0.4292 2.4515
Cl 0.3527 -1.7361 -1.2284
H 0.5812 2.9540 -0.0140
H -0.3768 2.2100 1.1409
H 0.7353 -2.9972 -1.7064
H -1.5592 -1.4840 0.1682
```

* HOMO energy: -8.5077 eV
* DFT total energy: -20139.3898 eV
* HOMO-LUMO gap: 9.0 eV
* largest force on an atom: 2.959 eV/Å
* relative energy (zero: lowest compared OMol25 entry of this formula, charge and spin): 1.039 eV

***

[7]
ORCA calculation (ωB97M-V/def2-TZVPD) on a structure of composition C44H29F15GeN8O2SSbV.

Structure (XYZ):
```
102
Properties=species:S:1:pos:R:3
V 2.1187 0.0189 0.0616
C -0.3565 1.2549 3.8777
C -0.6066 -0.2244 3.8275
C -1.7138 -0.7841 4.4376
C -1.9432 -2.1425 4.3885
C -1.0526 -2.8791 3.6383
C 0.0191 -2.2884 3.0426
N 0.3094 -0.9998 3.2364
Sb 1.2725 -3.4868 1.7493
C 3.0296 -2.3070 2.0980
C 3.9492 -3.0693 2.8240
C 4.9102 -2.3963 3.5544
C 4.8985 -1.0194 3.5467
C 3.9973 -0.3157 2.7109
C 3.9106 1.1539 2.8819
N 3.1419 -0.9780 1.8998
C 0.9526 -2.9583 -0.3029
C 0.0415 -3.8039 -0.9598
C 0.0921 -3.8137 -2.3169
C 1.0294 -3.0111 -2.9282
C 1.8681 -2.1418 -2.2353
C 2.9707 -1.4354 -2.9591
N 1.7283 -2.0561 -0.8999
H 0.4133 1.5206 4.6855
H -1.2751 1.7981 4.0912
H 0.0047 1.6564 2.9278
H -2.4309 -0.0897 4.8819
H -2.7546 -2.6039 4.8875
H -1.1703 -3.9890 3.6382
H 3.7215 -4.1176 2.9488
H 5.5331 -2.9514 4.2293
H 5.5468 -0.4233 4.2401
H 4.1764 1.4068 3.8852
H 2.8859 1.4668 2.7453
H 4.4481 1.7688 2.1539
H -0.5576 -4.4625 -0.3421
H -0.4890 -4.4617 -2.9431
H 1.1273 -3.1133 -4.0173
H 3.4676 -2.1856 -3.5786
H 3.6824 -1.0778 -2.1884
H 2.6394 -0.6029 -3.5627
N 2.9939 2.7309 -3.2223
C 1.6677 2.9494 -3.4568
C 1.0285 2.1058 -2.5954
N 1.9417 1.4189 -1.8444
C 3.0917 1.8388 -2.2211
C 4.3108 1.3274 -1.5639
N 4.2699 0.4260 -0.6019
C 5.5641 0.2285 -0.1728
C 6.3944 1.0197 -0.9280
N 5.5827 1.7378 -1.7938
H 3.7709 3.2900 -3.6275
H 1.3390 3.6934 -4.1826
H -0.0536 2.1294 -2.3943
H 5.7292 -0.3619 0.7319
H 7.4712 1.1325 -0.8666
H 5.8979 2.4378 -2.4551
N 0.2184 5.0855 0.6965
C 0.5238 3.8168 1.3021
C 1.6732 3.1364 0.5741
O 2.2343 3.8680 -0.3485
O 2.1021 2.0395 0.8537
H 0.3677 5.7964 1.3791
H -0.7191 5.1726 0.3384
H 1.6878 4.7107 -0.2862
H -0.2546 3.0566 1.3709
H 0.9385 3.9518 2.3113
F -5.0416 0.2831 -2.4205
C -4.7316 1.5145 -1.9540
C -3.6768 1.6738 -1.0044
C -3.5397 2.9377 -0.4988
F -2.5927 3.2429 0.4400
C -4.3547 4.0126 -0.9147
F -4.1224 5.2385 -0.3861
C -5.3905 3.7771 -1.7552
F -6.1800 4.8622 -2.0488
C -5.5655 2.5372 -2.3298
F -6.6038 2.2858 -3.1501
Ge -2.5536 0.0458 -0.5967
S -0.6235 0.4667 0.2541
C -3.6992 -1.0420 0.6023
C -3.2149 -2.2616 1.0427
F -1.9658 -2.6036 0.6874
C -3.9950 -3.1351 1.7286
F -3.4685 -4.3498 2.0293
C -5.2327 -2.7748 2.2234
F -5.9420 -3.6061 2.9920
C -5.7047 -1.5486 1.9123
F -6.8640 -1.1952 2.4531
C -4.9485 -0.6915 1.0874
F -5.5545 0.4431 0.7866
C -2.6156 -0.9069 -2.2913
C -3.1225 -2.1906 -2.5270
F -3.7739 -2.9161 -1.6270
C -3.1354 -2.7815 -3.7687
F -3.7542 -3.9578 -3.9615
C -2.4429 -2.2074 -4.8230
F -2.4547 -2.8791 -5.9789
C -1.8198 -1.0056 -4.6420
F -1.1056 -0.4441 -5.6358
C -2.0206 -0.3258 -3.4161
F -1.4966 0.9084 -3.3611
```

* HOMO energy (alpha / beta): -10.0826 / -10.2866 eV
* DFT total energy: -202447.7017 eV
* HOMO-LUMO gap (alpha / beta): 7.8 / 8.0 eV
* 2S+1: 4
* net charge: +1
* largest force on an atom: 2.773 eV/Å
* relative energy (zero: lowest compared OMol25 entry of this formula, charge and spin): 1.148 eV

***

[8]
ORCA calculation (ωB97M-V/def2-TZVPD) on a structure of composition C34H23AuIN4PSe.

Structure (XYZ):
```
65
Properties=species:S:1:pos:R:3
Au -0.1336 1.1566 1.0315
I 1.9220 -0.5496 2.4783
C 2.7351 -2.3486 1.6185
C 3.6524 -2.9576 2.4359
C 4.2680 -4.1522 2.0484
C 3.9540 -4.6932 0.8354
C 3.0164 -4.0761 -0.0220
C 2.7190 -4.6867 -1.2568
C 1.8095 -4.1407 -2.1182
C 1.1777 -2.9443 -1.7802
C 1.4256 -2.3099 -0.5732
P 0.3623 -0.8064 -0.4647
C -1.3525 -1.3611 -0.3781
C -2.3434 -0.4007 -0.6282
C -3.6746 -0.7569 -0.5739
C -4.0303 -2.0582 -0.2391
C -3.0509 -2.9971 0.0562
C -1.7106 -2.6556 -0.0055
C 0.5947 0.0437 -2.0497
C 1.7948 0.7269 -2.2518
C 2.0328 1.3614 -3.4565
C 1.0705 1.3288 -4.4583
C -0.1301 0.6634 -4.2499
C -0.3752 0.0214 -3.0501
C 2.3576 -2.8530 0.3558
H 3.9035 -2.5171 3.3885
H 4.9752 -4.6251 2.7121
H 4.4192 -5.6103 0.5091
H 3.2297 -5.6041 -1.5072
H 1.5705 -4.6236 -3.0524
H 0.4647 -2.5145 -2.4736
H -2.0588 0.6138 -0.8771
H -4.4339 -0.0216 -0.7909
H -5.0710 -2.3404 -0.2069
H -3.3304 -4.0020 0.3336
H -0.9525 -3.3946 0.2129
H 2.5327 0.7594 -1.4605
H 2.9689 1.8746 -3.6160
H 1.2657 1.7986 -5.4096
H -0.8704 0.6221 -5.0332
H -1.3004 -0.5161 -2.9134
N -6.4182 1.9292 4.9062
C -5.4333 1.7992 4.3422
C -4.2220 1.6437 3.6158
C -3.9563 2.4999 2.5520
C -2.7753 2.3578 1.8374
C -1.8869 1.3642 2.1878
C -2.1321 0.5179 3.2478
C -3.3123 0.6535 3.9687
H -4.6592 3.2747 2.2878
H -2.5720 3.0328 1.0201
H -1.4286 -0.2473 3.5396
H -3.5139 -0.0022 4.8021
Se -0.5654 3.8184 -2.6289
N 0.5538 5.0559 -2.1792
C 1.1061 4.7691 -1.0066
C 2.0516 5.5108 -0.2736
C 2.4696 4.9932 0.9284
C 1.9628 3.7673 1.3955
N 1.0754 3.0602 0.7300
C 0.6368 3.5357 -0.4419
N -0.2665 2.8833 -1.1627
H 2.4135 6.4477 -0.6643
H 3.1829 5.5272 1.5356
H 2.2855 3.3544 2.3410
```

* HOMO energy (alpha / beta): -13.8191 / -13.8165 eV
* DFT total energy: -128000.8969 eV
* HOMO-LUMO gap (alpha / beta): 4.4 / 4.4 eV
* net charge: +2
* largest force on an atom: 2.400 eV/Å

***

largest force on an atom of number 5 (C34H74N6O26)?
4.294 eV/Å

***

Which value of DFT total energy does entry 2 give?
-81882.5619 eV

***

Among the records above, which one has the lowest DFT total energy?
C15H27AlBr2F10N7O12PS2